Record 1
Below is an isolated ion of composition C9H10NO2S2 and charge -1, with properties calculated with wB97M-V/def2-TZVPD.

Output
relative energy (zero: lowest compared OMol25 entry of this formula, charge and spin): 1.365 eV
HOMO energy: -3.2 eV
HOMO-LUMO gap: 6.45 eV
E: -36748.9738 eV

```
! wB97M-V def2-TZVPD RIJCOSX def2/J DEFGRID3
* xyz -1 1
S 1.4882 1.7627 1.9617
S -1.6629 0.1795 -2.3168
O -1.2292 -1.3736 -1.9264
O -1.6955 0.2571 -3.7904
N 0.6342 -0.4335 -0.5713
C 1.8660 0.1980 -0.8074
C 0.2293 0.6048 1.6944
C -0.8488 -1.4379 0.9661
C -0.8859 0.6813 2.6247
C -0.0143 -0.7220 -1.7473
C 1.7460 1.4520 -1.5732
C -1.8424 -0.3048 2.7382
C 0.0411 -0.3997 0.7499
C -1.8354 -1.4465 1.9500
H 2.5606 -0.6398 -1.3300
H 1.4485 1.2939 -2.5734
H 2.8021 1.9647 -1.5618
H -2.5491 -0.1544 3.5693
H -2.4996 -2.2312 2.0948
H 0.8395 1.8520 -1.1929
H 2.3860 0.4638 0.0282
H 0.5328 -0.6979 -2.6504
H -0.6323 -2.2687 0.2591
H -0.8793 1.4003 3.4049
*
```

***

Record 2
Below is a single C7H10 molecule, with properties calculated with wB97M-V/def2-TZVPD.

Output
relative energy (zero: lowest compared OMol25 entry of this formula, charge and spin): 3.831 eV
HOMO energy: -8.3 eV
HOMO-LUMO gap: 9.38 eV
E: -7417.2034 eV
SMILES: C#CC1(CC)CC1

```
! wB97M-V def2-TZVPD RIJCOSX def2/J DEFGRID3
* xyz 0 1
C 0.3062 -0.0100 -0.1535
C 1.3174 -0.8468 0.4569
C 0.5994 0.5886 -1.4981
C 2.2798 -1.3895 0.9543
C -1.1168 0.3361 0.4048
C -2.2064 -0.7617 0.5232
C 1.3878 1.1544 -0.3890
H -0.1557 1.2656 -1.8719
H 1.1090 -0.0175 -2.2338
H -3.1848 -0.2990 0.7391
H -1.5444 1.1107 -0.2528
H 2.9446 -2.1503 1.2865
H -1.0085 0.8037 1.3852
H -2.0023 -1.4574 1.3421
H 2.4624 0.9727 -0.4607
H 1.1538 2.0467 0.1611
H -2.3416 -1.3464 -0.3934
*
```

***

Record 3
Below is C30H31Cl2HfN5S2Si2 as an isolated structure, with properties calculated with wB97M-V/def2-TZVPD.

Output
relative energy (zero: lowest compared OMol25 entry of this formula, charge and spin): 0.251 eV
HOMO energy: -13.7 eV
HOMO-LUMO gap: 5.86 eV
E: -102831.2861 eV

```
! wB97M-V def2-TZVPD RIJCOSX def2/J DEFGRID3
* xyz 2 1
Hf 0.4318 0.4993 0.2961
Cl 0.5308 0.8514 -5.3813
Cl -0.0046 2.9308 -0.3528
S 0.6558 0.4813 -2.2224
S 7.2341 2.3320 0.2794
Si -2.2249 -1.4638 -1.2493
Si -1.1516 -2.7977 1.3894
N 5.8759 3.0333 0.9590
N 2.1170 -0.9274 0.2149
N -1.3753 1.0283 1.2562
N 1.5601 1.0674 2.0585
N 6.6320 0.8619 -0.0967
C -0.8667 4.4093 -4.0184
C 2.7799 1.0589 1.3976
C -3.2018 -0.3921 1.8888
C 1.3520 2.0236 2.9936
C -1.3524 -1.1999 0.4001
C 3.2334 3.2823 2.3320
C -3.9066 -2.3288 -0.9400
C 4.7076 -1.2888 -0.7981
C -2.0097 -0.1744 1.2008
C 4.9423 2.1088 0.9532
C 3.6787 -2.1833 -1.1067
C -0.0267 2.1234 -4.3269
C -2.7194 0.1977 -2.0345
C -1.3865 -2.4667 -2.6158
C -2.8105 -3.6692 1.7887
C 2.4069 -1.9368 -0.6275
C -0.7097 4.3202 -2.6315
C -0.3188 -2.4529 3.0496
C 0.1236 2.0246 -2.9130
C 3.6199 2.2217 1.5186
C 3.1347 -0.0598 0.6072
C 5.3677 0.8558 0.2887
C -0.5042 3.3506 -4.8459
C 2.1174 3.1692 3.1387
C -0.2327 3.0999 -2.1209
C -0.1766 -4.1137 0.4754
C -1.8722 2.0026 2.0183
C 4.4370 -0.1973 0.0452
C -3.0732 1.8606 2.6626
C -3.7758 0.6606 2.5886
H -4.4593 -1.9213 -0.1043
H -0.7098 -1.6311 3.6146
H -2.4410 1.0691 -1.4394
H 5.7132 -1.4041 -1.1775
H -3.6768 -3.4569 1.1675
H -3.1498 -3.4747 2.8154
H -3.6404 -1.3726 1.8764
H -0.4463 -3.3563 3.6815
H -3.4252 2.6928 3.2214
H -2.1907 0.2734 -2.9908
H -3.8444 -3.4181 -0.9075
H 0.9218 -3.9104 0.5626
H -1.0026 5.1348 -1.9724
H -2.0826 -3.0176 -3.2387
H -0.3770 -4.1657 -0.5862
H 1.8060 3.9241 3.8601
H 0.7522 -2.3015 2.9157
H -2.6930 -4.7745 1.7560
H -4.7474 0.5914 3.1274
H -0.3484 -5.1066 0.9592
H 3.8486 -3.0474 -1.7623
H -4.4864 -2.0399 -1.8500
H 1.5822 -2.5496 -0.9692
H -1.3364 5.2901 -4.4538
H -1.3485 2.9347 2.0318
H -3.8099 0.2697 -2.2029
H -0.5681 3.4598 -5.9501
H 0.5171 1.8240 3.6697
H 3.8856 4.1523 2.3654
H -0.6045 -3.1255 -2.2359
H -0.8770 -1.7452 -3.3029
*
```

***

Record 4
Below is C6H8NO6S2 as an isolated structure, with properties calculated with wB97M-V/def2-TZVPD.

Output
relative energy (zero: lowest compared OMol25 entry of this formula, charge and spin): 1.416 eV
HOMO energy: -6.0 eV
HOMO-LUMO gap: 9.42 eV
E: -41796.9511 eV

```
! wB97M-V def2-TZVPD RIJCOSX def2/J DEFGRID3
* xyz -1 1
S -0.2267 -2.1003 0.5826
S 1.4574 0.1700 1.2407
O -0.9792 -2.2496 1.8245
O 1.9008 1.4757 0.7495
O 1.1165 0.1228 2.6350
O 1.2060 -2.6562 0.6016
O 2.6019 -0.7594 0.9574
O -0.8750 -2.6522 -0.6050
N 1.3556 0.2269 -1.7445
C -1.6700 1.7185 -0.9306
C -0.7963 1.0672 -1.6647
C -0.0138 -0.4179 0.2949
C 0.0291 -0.0992 -1.1945
C -1.8626 1.5285 0.5452
C -1.2783 0.5283 1.1596
H -0.7934 1.1776 -2.7563
H -0.4198 -1.0514 -1.6330
H 2.0704 -1.7660 0.9753
H -1.4589 0.0943 2.2017
H 1.9650 -0.2514 -1.0549
H 1.4566 1.2075 -1.6454
H -2.5932 2.1098 0.9734
H -2.1920 2.5765 -1.5126
*
```

***

Record 5
Below is C6H5FN2O2 as an isolated structure, with properties calculated with wB97M-V/def2-TZVPD.

Output
relative energy (zero: lowest compared OMol25 entry of this formula, charge and spin): 5.949 eV
HOMO energy: -10.3 eV
HOMO-LUMO gap: 10.13 eV
E: -16087.7962 eV

```
! wB97M-V def2-TZVPD RIJCOSX def2/J DEFGRID3
* xyz 0 1
F -2.3938 1.5058 0.0153
O -3.7271 -0.4519 0.7791
O -2.4563 -1.7610 -0.3662
N -2.8312 -0.6458 0.0321
N -2.1464 0.3781 -0.5979
C 1.5627 -1.1542 0.3913
C 2.3960 -0.0410 0.1307
C 0.1972 -1.0476 0.0150
C -0.2696 0.2049 -0.2618
C 1.8426 1.2120 -0.0980
C 0.5126 1.3469 -0.4195
H -0.4691 -1.8663 0.1179
H -0.0640 2.2709 -0.5834
H 1.8301 -2.1199 0.5855
H 3.3650 0.1298 0.4574
H 2.6512 2.0392 -0.1977
*
```

***

Record 6
Below is C6H13O3Yb as an isolated structure, with properties calculated with wB97M-V/def2-TZVPD.

Output
relative energy (zero: lowest compared OMol25 entry of this formula, charge and spin): 0.064 eV
HOMO energy (alpha / beta): -6.4 / -6.0 eV
HOMO-LUMO gap (alpha / beta): 6.07 / 5.91 eV
E: -44101.5221 eV

```
! wB97M-V def2-TZVPD RIJCOSX def2/J DEFGRID3
* xyz 0 2
Yb 3.7204 0.2089 -1.0864
O 2.4825 0.3301 -2.5709
O 4.1213 0.4823 0.8109
O 1.6336 0.1235 -0.0600
C 1.7557 0.7181 1.2400
C 3.1275 0.2887 1.7631
C -3.7633 -1.3501 0.7758
C 0.7111 0.5893 -0.9656
C 1.1071 0.2729 -2.3804
C -3.4407 -0.3427 -0.3163
H 1.7023 1.8115 1.1197
H -3.5749 -0.9382 1.7768
H -3.8153 -0.6740 -1.2971
H -0.1496 1.1767 -0.6355
H 0.7092 -0.7363 -2.6457
H -3.9111 0.6296 -0.1151
H -3.1486 -2.2591 0.6759
H 3.3164 0.8696 2.6867
H -4.8268 -1.6399 0.7524
H -2.3141 -0.1452 -0.4445
H 0.5643 0.9807 -3.0403
H 3.0598 -0.7754 2.0710
H 0.9328 0.3788 1.8855
*
```

***

Record 7
Below is a single C4H5ClO molecule, with properties calculated with wB97M-V/def2-TZVPD.

Output
relative energy (zero: lowest compared OMol25 entry of this formula, charge and spin): 0.417 eV
HOMO energy: -9.0 eV
HOMO-LUMO gap: 10.02 eV
E: -18797.7821 eV
SMILES: Cl[C@H]1C=COC1

```
! wB97M-V def2-TZVPD RIJCOSX def2/J DEFGRID3
* xyz 0 1
Cl 2.4547 0.0282 -0.2382
O -1.2894 -0.6752 -0.1601
C -1.2634 0.6942 -0.2363
C -0.0336 1.1950 -0.1191
C 0.0310 -1.1378 -0.1192
C 0.8477 0.0226 0.3881
H 0.9730 -0.0066 1.4571
H -2.2219 1.1224 -0.3157
H 0.3630 -1.3904 -1.1141
H 0.1257 2.2241 0.0061
H 0.0132 -2.0763 0.4515
*
```

***

Record 8
Below is H21O10 as an isolated structure, with properties calculated with wB97M-V/def2-TZVPD.

Output
relative energy (zero: lowest compared OMol25 entry of this formula, charge and spin): 0.847 eV
HOMO energy (alpha / beta): -3.1 / -10.8 eV
HOMO-LUMO gap (alpha / beta): 3.29 / 10.77 eV
E: -20811.2733 eV

```
! wB97M-V def2-TZVPD RIJCOSX def2/J DEFGRID3
* xyz 0 2
O 1.4078 1.1004 -3.1437
O -1.9322 -0.6869 2.7553
O -1.3649 -0.9914 -2.2672
O -0.4757 -3.7102 1.4144
O 2.9739 0.4417 -0.6665
O -0.7005 1.4064 2.1010
O -0.6698 2.2823 -0.6046
O -1.5629 -0.0197 -0.0290
O 1.9767 1.3247 1.6791
O 0.6738 -1.7831 -1.0425
H 3.8501 0.8212 -0.6183
H -1.2621 -0.4680 -1.1403
H 1.4092 -1.1711 -1.1368
H 0.4205 1.1682 -3.3032
H -2.4711 -1.3851 3.1281
H -1.2346 2.8942 -1.0839
H -1.3587 -0.5547 0.8358
H -0.2991 2.6696 0.2078
H 2.6251 0.6175 1.8346
H 0.6395 -2.4963 -1.6837
H 2.6181 0.3630 -1.5553
H -1.0655 0.9432 0.1066
H -2.2687 -0.5602 -2.3051
H -0.2109 2.1607 2.4755
H 2.4295 1.8423 0.9752
H -1.8723 -1.8548 -1.8499
H -0.5421 -2.7538 1.3614
H -2.1868 0.1959 3.0367
H 1.8605 1.6673 -3.7968
H -0.3064 0.5310 2.2276
H -1.1004 -3.9944 2.0878
*
```